[1]
33
Properties=species:S:1:pos:R:3:forces:R:3:lowdin_charge:R:1 method="wB97M-V/def2-TZVPD" e_above_lowest_kcal_mol=10.4 energy_ev=-26333.9280 lumo_ha=0.0130 smiles="NC(=O)CC[C@H](N)C(=O)N[C@@H](CC(=O)O)C(=O)O" gap_ev=9.71
N 2.84547 2.01332 -0.05726 -1.3 0.0 -0.6 0.16
C 3.07307 0.66316 -0.23845 1.4 1.2 1.6 -0.54
O 3.98514 0.10969 0.37872 -0.7 0.0 -0.9 0.03
C 2.17697 -0.04478 -1.20260 -0.9 -0.6 -0.6 -0.11
C 1.84078 -1.49203 -0.76386 -0.1 0.6 -0.1 -0.14
C 1.27081 -1.62653 0.65911 0.5 0.5 0.4 -0.33
N 0.72766 -2.96001 0.83537 0.4 -1.1 0.1 0.04
C 0.14203 -0.60139 0.92987 1.6 0.2 0.2 -0.43
O 0.32649 0.35891 1.66906 -0.6 -0.4 -0.4 0.08
N -0.97895 -0.80853 0.21600 -1.0 0.3 0.0 0.13
C -2.11796 0.06598 0.27906 -1.0 0.2 0.1 -0.18
C -1.94231 1.29644 -0.64160 -1.2 -1.1 -1.8 -0.04
C -1.15168 2.36618 -0.03097 1.9 1.3 0.9 -0.49
O -0.01059 2.69522 -0.33861 -1.8 -0.4 0.1 0.07
O -1.78431 2.97546 1.01282 0.6 -0.5 -0.9 0.12
C -3.39750 -0.71317 -0.15358 0.7 1.0 0.8 -0.45
O -3.40214 -1.76760 -0.71282 0.1 -0.3 -0.2 0.14
O -4.53442 -0.05637 0.19443 0.8 -0.4 -0.3 0.12
H 3.38097 2.53624 0.63622 -0.2 -0.7 -0.3 0.11
H 1.90049 2.39078 -0.28825 1.3 -0.5 0.3 0.07
H 1.24405 0.53081 -1.35374 0.4 -0.2 0.1 0.10
H 2.64047 -0.14445 -2.20609 0.0 0.4 0.6 0.13
H 2.77235 -2.07294 -0.83054 -0.4 -0.1 0.0 0.12
H 1.08784 -1.85441 -1.48427 0.4 -0.2 0.2 0.12
H 2.10288 -1.42029 1.37680 -0.7 0.2 -0.4 0.15
H 1.48378 -3.64793 0.69632 -0.5 0.4 -0.1 0.09
H 0.47281 -3.08698 1.81044 -0.2 0.0 0.0 0.08
H -1.12216 -1.63806 -0.32816 0.3 -0.5 0.0 0.13
H -2.30835 0.43298 1.29712 0.2 -0.2 -0.1 0.17
H -1.48991 0.92428 -1.57850 0.2 0.4 0.5 0.15
H -2.92616 1.66442 -0.99179 0.3 0.1 0.7 0.15
H -1.08920 3.55832 1.35607 -0.2 0.1 0.3 0.13
H -5.21842 -0.64671 -0.14633 -0.5 0.1 0.0 0.13


[2]
28
Properties=species:S:1:pos:R:3:forces:R:3:lowdin_charge:R:1 method="wB97M-V/def2-TZVPD" e_above_lowest_kcal_mol=93.3 energy_ev=-15525.7518 charge=+1 lumo_ha=-0.1935 gap_ev=8.31
C -1.65953 1.65183 -0.68434 0.1 -0.1 -0.2 -0.01
C -0.15417 1.99596 -2.30592 0.0 -0.1 0.1 -0.12
C -0.95064 0.50201 -0.24563 0.2 0.0 -0.5 -0.18
C -1.38000 -2.07827 -1.98665 0.6 0.3 0.0 0.08
C -1.69046 -0.49148 0.57972 0.0 -0.2 0.3 -0.18
C -0.25503 -1.65942 -1.96279 -0.7 -1.8 -1.1 0.01
C -0.98635 -1.58773 1.36774 0.0 0.0 0.0 -0.07
C 1.08289 1.29977 1.94268 -0.1 -0.1 0.1 -0.07
C 1.47604 -0.10291 -0.02677 0.8 -0.4 0.4 -0.15
N -1.26245 2.39569 -1.67670 -0.5 0.2 0.0 0.16
N 0.63211 1.06233 -1.86006 0.8 -0.2 -0.3 0.14
N 1.87278 0.96822 0.78617 0.3 0.1 -0.2 -0.06
N 0.26284 0.32278 -0.82545 -1.5 2.1 1.1 -0.08
H -2.56634 1.95528 -0.17744 -0.1 -0.1 0.1 0.14
H 0.14834 2.51753 -3.20093 0.1 0.0 -0.1 0.14
H -2.38455 -2.39177 -1.98063 -0.5 -0.2 0.0 0.05
H -2.31757 -0.99842 -0.17460 0.0 0.2 0.1 0.11
H -2.38039 0.05168 1.23271 0.1 0.1 -0.1 0.14
H 0.77024 -1.54508 -2.16907 0.5 0.1 -0.1 0.06
H -0.34492 -1.18761 2.14767 0.1 0.0 0.0 0.07
H -0.42254 -2.25451 0.71855 0.0 0.0 0.0 0.07
H -1.74815 -2.19059 1.85747 0.0 0.0 0.0 0.09
H 0.02618 1.49157 1.69106 0.0 0.1 0.2 0.08
H 1.13275 0.48225 2.66096 -0.1 0.1 0.1 0.09
H 1.48702 2.19310 2.41061 0.0 0.0 0.0 0.10
H 1.22789 -0.97681 0.56970 -0.1 0.1 -0.2 0.12
H 2.25030 -0.32663 -0.76242 -0.3 0.0 0.0 0.14
H 2.22516 1.77239 0.28383 0.1 -0.2 0.0 0.13


[3]
28
Properties=species:S:1:pos:R:3:forces:R:3:lowdin_charge:R:1 method="wB97M-V/def2-TZVPD" e_above_lowest_kcal_mol=161.3 energy_ev=-15522.8052 charge=+1 lumo_ha=-0.1698 gap_ev=6.96
C -0.56292 1.50578 -0.01229 -4.9 2.1 0.2 -0.07
C 1.82588 -1.06765 1.19474 0.1 1.0 1.0 -0.08
C -1.16667 0.31410 0.38484 2.9 1.1 -0.1 -0.29
C -0.59770 -0.95076 0.25656 0.5 0.8 -0.1 0.07
C 1.71308 1.17239 -0.59091 0.4 0.6 0.3 0.09
C 2.88285 0.66400 -0.22723 0.4 -2.2 -1.9 -0.22
C -2.50075 0.35435 0.96275 -0.7 -1.7 3.0 -0.07
C 4.21965 0.58486 -1.03106 -1.2 3.7 0.1 0.00
C 0.71187 -2.88676 0.29512 -1.5 1.1 0.8 0.00
N 0.72092 1.89504 -0.20909 1.8 1.2 0.2 0.06
N 2.73874 -0.31567 0.77765 0.4 0.7 1.1 0.15
N 0.51688 -1.45460 0.65167 0.4 -0.7 -1.9 -0.08
N -4.67927 0.81528 -1.02864 2.6 0.4 -0.8 0.03
H -1.37167 2.35517 -0.02497 2.1 -1.3 -0.1 0.16
H 2.02432 -1.64529 2.10088 0.1 -0.1 -0.3 0.15
H 1.03108 2.90448 0.05605 -1.2 -2.1 -0.1 0.24
H -3.24908 0.34127 0.20212 -0.8 0.3 -0.4 0.02
H -2.67916 1.15604 1.72304 0.3 -0.4 -1.0 0.11
H -2.66100 -0.63663 1.54806 0.2 1.4 -0.9 0.13
H 4.10118 1.13363 -1.99623 -0.3 -0.4 0.6 0.09
H 4.45324 -0.39129 -1.29448 0.7 -1.8 0.1 0.05
H 5.04690 1.19188 -0.54930 -0.9 -1.2 0.0 0.11
H -0.15980 -3.20701 -0.19031 -1.0 -0.1 -1.6 0.08
H 1.59983 -3.07946 -0.21939 1.4 -0.5 -0.4 0.09
H 0.49421 -3.33996 1.20622 1.0 -1.6 1.8 0.09
H -4.09717 0.42264 -1.79347 -0.8 0.6 0.6 0.06
H -4.82515 1.79944 -1.17106 0.0 0.2 -0.2 0.03
H -5.53030 0.36474 -1.02127 -2.2 -1.2 -0.1 0.00


[4]
29
Properties=species:S:1:pos:R:3:forces:R:3:lowdin_charge:R:1 method="wB97M-V/def2-TZVPD" e_above_lowest_kcal_mol=115.4 energy_ev=-17004.1064 charge=+2 lumo_ha="-0.3956 / -0.3955" smiles="CC/[NH+]=C/[N+](N)=N/c1ccncc1C" gap_ev="6.06 / 6.06"
C 3.85388 -0.31205 -1.50616 -1.0 0.5 2.1 -0.02
C 3.30551 0.16517 -0.09414 -1.1 -0.7 -2.8 -0.07
N 1.75767 0.06096 -0.12823 -1.0 -1.5 0.2 0.14
C 1.11520 -1.07795 0.01510 4.3 0.4 0.8 0.02
N -0.23243 -1.18560 0.07021 -3.1 -4.2 0.9 -0.06
N -0.83779 -2.64006 0.25721 1.2 1.8 -1.6 0.20
N -0.93494 -0.16698 -0.03753 0.3 2.9 1.2 0.19
C -2.26240 -0.06547 -0.05519 -1.6 -1.6 -2.0 -0.13
C -2.91606 -1.07503 -0.92334 -1.0 1.2 2.1 0.05
C -4.28934 -1.01588 -0.94640 1.0 0.3 -0.1 -0.07
N -4.97656 -0.01290 -0.40295 -0.5 0.5 0.5 0.13
C -4.43340 0.99269 0.22349 0.7 -0.8 -1.3 -0.03
C -3.03542 1.04342 0.46862 -0.1 -1.8 -1.0 -0.15
C -2.54071 1.99328 1.40641 0.0 2.2 1.2 -0.02
H 3.16438 0.00207 -2.25597 -0.1 0.6 -0.7 0.08
H 4.83432 0.07158 -1.58509 0.9 0.8 -0.5 0.08
H 3.97350 -1.33970 -1.60009 -0.1 -2.1 0.1 0.06
H 3.67105 1.19301 -0.10029 -0.8 0.0 1.1 0.14
H 3.44040 -0.47569 0.73839 1.5 -0.1 0.8 0.11
H 1.15799 0.88171 -0.16092 0.1 0.3 -0.4 0.17
H 1.72854 -2.01871 0.26469 -1.1 1.4 -0.8 0.21
H -0.43658 -3.23234 0.97725 0.9 0.7 0.4 0.11
H -1.82805 -2.57302 0.42788 -0.3 0.6 0.1 0.07
H -2.27324 -1.75680 -1.42289 -0.1 -0.6 -0.6 0.11
H -5.00654 -1.64930 -1.37562 0.1 -1.6 -1.2 0.12
H -5.17516 1.74208 0.39584 0.3 0.9 0.9 0.15
H -1.49320 1.83631 1.73614 -0.8 0.2 -0.2 0.09
H -2.66299 3.02146 0.85982 0.2 -1.4 1.5 0.17
H -3.27594 1.87444 2.28506 1.4 0.9 -0.9 0.15


[5]
26
Properties=species:S:1:pos:R:3:forces:R:3:lowdin_charge:R:1 method="wB97M-V/def2-TZVPD" e_above_lowest_kcal_mol=49.5 energy_ev=-13112.1799 lumo_ha=0.0300 smiles="CC(=O)N1C(C)=CCC1(C)C" gap_ev=9.30
C 2.80374 0.63355 -0.40241 -1.2 3.6 0.3 0.01
C 1.27965 0.96092 -0.19143 -0.2 1.8 0.1 -0.38
O 0.98611 2.18486 -0.17223 0.6 -2.5 0.1 -0.02
N 0.24152 0.01850 -0.06028 2.7 -1.5 0.5 0.06
C 0.25264 -1.52669 0.17641 2.0 3.7 -0.6 -0.20
C 1.48177 -2.25044 0.52168 1.6 -2.2 -2.8 -0.05
C -0.96863 -1.93139 0.19180 -2.6 2.4 -0.6 -0.03
C -1.98234 -0.76649 0.11613 1.4 -0.2 1.8 -0.08
C -1.11968 0.52043 -0.08813 -1.0 0.0 1.6 -0.53
C -1.35117 1.20125 -1.42171 -0.1 0.9 1.6 -0.03
C -1.40875 1.49769 1.08240 -2.5 2.3 0.5 -0.05
H 3.27547 0.44651 0.54012 0.3 -0.3 0.5 0.07
H 3.33505 1.53533 -0.92361 -1.4 -1.3 1.3 0.12
H 2.93086 -0.10366 -1.08252 0.4 -2.9 -1.8 0.01
H 1.27782 -3.35793 0.54336 0.0 1.1 -0.1 0.10
H 1.85339 -2.01864 1.45055 0.5 0.8 2.5 0.05
H 2.44186 -2.15079 -0.11362 -1.9 0.1 0.3 0.10
H -1.37334 -2.86653 0.31595 -0.3 -2.3 0.4 0.09
H -2.63912 -0.80919 -0.70927 -1.2 -0.5 -0.7 0.09
H -2.51532 -0.75447 1.13599 0.4 0.1 -1.8 0.13
H -1.17946 0.47817 -2.14348 0.4 -1.2 -1.8 0.07
H -0.62792 2.02715 -1.45319 -0.7 -0.2 -0.5 0.08
H -2.38290 1.51732 -1.46478 -0.3 0.4 -0.2 0.09
H -1.54081 2.58588 0.71332 0.4 -1.7 0.3 0.10
H -0.59065 1.58507 1.80361 -0.3 -0.4 0.0 0.07
H -2.47978 1.34358 1.63532 2.7 -0.2 -1.2 0.12


[6]
27
Properties=species:S:1:pos:R:3:forces:R:3:lowdin_charge:R:1 method="wB97M-V/def2-TZVPD" e_above_lowest_kcal_mol=181.8 energy_ev=-15153.7418 lumo_ha=0.0102 gap_ev=8.20
C -0.37340 0.81238 1.20632 1.5 -1.7 -1.9 0.00
C 0.93734 0.76157 1.50776 -1.0 2.0 -0.1 -0.02
C 1.70923 -0.55911 -0.29507 -4.3 -1.0 0.0 0.03
C -0.57819 -1.08258 -0.39333 3.3 0.4 -1.6 -0.08
C -1.13937 0.24488 -0.03876 2.6 0.9 -1.3 -0.49
C 2.69640 -1.34623 -1.15875 -3.5 2.8 0.5 -0.02
C -0.59937 -2.20328 0.56304 2.6 0.0 1.2 -0.10
C -2.62357 0.38208 0.08728 0.1 1.7 2.7 0.00
C -0.62133 2.38166 -0.95999 0.7 -0.6 -0.8 -0.12
N 1.96442 0.22737 0.72286 -1.0 -3.3 -3.2 -0.31
O 3.17151 0.35183 1.02007 2.6 1.4 1.7 -0.10
O -0.79347 1.03570 -1.29034 -1.0 -1.7 1.9 -0.18
H -0.91262 1.38376 1.86135 -1.5 1.3 1.6 0.07
H 1.36280 1.45138 2.26164 -0.4 -0.9 -0.1 0.14
H -0.70822 -1.36022 -1.49380 0.1 0.6 1.6 0.15
H 2.88048 -2.23748 -0.69894 0.6 -2.6 1.4 0.04
H 3.55744 -0.74742 -1.08156 1.4 0.6 -1.1 0.06
H 2.08705 -1.53186 -2.05700 1.2 0.3 -0.2 0.09
H -0.13963 -3.07785 0.08401 -1.0 -0.2 0.2 0.09
H -1.51251 -2.29275 1.11102 -1.0 -0.7 -0.1 0.07
H 0.15469 -2.00840 1.38785 -0.9 0.1 -0.7 0.10
H -2.79816 0.60738 1.21977 -0.5 -0.5 -2.1 0.12
H -3.17247 -0.45138 -0.24491 -0.7 -1.1 -0.3 0.07
H -2.87375 1.24632 -0.54099 -0.4 -0.2 0.5 0.10
H 0.43005 2.42165 -0.72850 0.4 1.1 0.5 0.09
H -1.26878 2.72940 -0.16595 -0.1 0.2 0.2 0.09
H -0.83659 2.86119 -1.88509 0.0 1.1 -0.5 0.09


[7]
27
Properties=species:S:1:pos:R:3:forces:R:3:lowdin_charge:R:1 method="wB97M-V/def2-TZVPD" e_above_lowest_kcal_mol=15.0 energy_ev=-20990.1682 lumo_ha=0.0282 smiles=C[Si](C)(C)c1c(N)cccc1O gap_ev=8.73
C -1.91934 1.67703 -0.44434 -0.3 -2.8 -0.9 -0.17
Si -1.32477 -0.14451 -0.04352 -0.5 1.0 -0.3 0.50
C -2.08288 -0.45366 1.61491 -0.8 -0.3 1.7 -0.21
C -2.31057 -1.13911 -1.24285 -0.2 -2.4 -3.2 -0.23
C 0.55220 -0.25180 -0.05820 2.9 4.8 1.8 -0.07
C 1.53888 1.07213 0.31912 -2.5 -3.7 -2.6 -0.23
N 0.91583 2.22361 0.74906 -3.1 -2.6 0.3 0.09
C 2.86258 0.98739 -0.01323 0.8 1.4 1.4 -0.10
C 3.49429 -0.22638 -0.29882 1.0 0.2 -0.1 -0.11
C 2.75411 -1.35704 -0.40831 -0.6 0.9 0.2 -0.05
C 1.33095 -1.33270 -0.23839 0.4 -1.0 -0.9 -0.36
O 0.60972 -2.48016 -0.39855 -1.8 1.5 0.1 0.05
H -2.88112 1.63436 -0.97412 0.1 -0.1 0.4 0.03
H -2.05079 2.08092 0.51188 -0.1 1.4 1.1 -0.01
H -1.24630 2.14323 -1.11287 0.9 1.0 -0.2 0.01
H -3.19017 -0.33663 1.38124 1.0 -0.8 0.4 0.05
H -1.82494 -1.41639 2.25345 -0.7 2.1 -1.5 0.08
H -1.93597 0.47763 2.22341 0.3 -0.9 0.0 0.02
H -3.21046 -0.58560 -1.64971 0.4 -0.8 1.4 0.04
H -1.82360 -1.16275 -2.27798 0.2 -0.1 1.3 0.04
H -2.49768 -2.30446 -1.06197 0.1 2.7 -0.1 0.08
H 1.53578 2.78245 1.22312 1.5 1.8 1.4 0.06
H 0.13344 1.89400 1.38495 1.2 1.2 -1.0 0.11
H 3.52301 1.86519 0.17815 -0.7 -0.5 -0.2 0.11
H 4.62977 -0.24601 -0.38389 -1.7 0.0 -0.1 0.13
H 3.29206 -2.16719 -0.78412 0.2 -1.9 -0.2 0.09
H 1.12597 -3.23355 -0.44842 1.8 -2.2 -0.2 0.07


[8]
27
Properties=species:S:1:pos:R:3:forces:R:3:lowdin_charge:R:1 method="wB97M-V/def2-TZVPD" e_above_lowest_kcal_mol=10.5 energy_ev=-22958.3466 lumo_ha=0.0305 smiles="C=C(C)[P@]1(=O)O[C@@H](C)CC=C1C" gap_ev=10.17
C 1.71585 -1.51842 1.67421 0.1 0.8 4.0 0.00
C 0.74933 -1.91421 0.89743 -0.1 -0.2 -2.0 -0.41
C 0.83092 -3.14086 0.05777 -0.8 -1.5 0.6 -0.09
P -0.53386 -0.76660 0.35728 1.0 2.0 -0.4 0.76
O -1.90727 -1.17322 0.72034 0.3 0.3 0.3 -0.31
O -0.25021 -0.82199 -1.26895 -0.3 1.4 1.0 -0.22
C -0.55652 0.46846 -1.89378 -1.7 -0.3 1.0 -0.39
C -2.05994 0.90231 -1.68683 1.8 2.7 1.1 -0.02
C 0.51964 1.47976 -1.63534 0.9 -2.8 3.0 -0.15
C 0.63710 1.88053 -0.17610 -0.8 2.4 -1.1 -0.11
C 0.12803 1.27386 0.85440 -1.3 -4.6 -0.4 -0.22
C -0.10171 1.60319 2.27206 0.4 1.8 -0.6 -0.10
H 1.56203 -0.52859 2.17428 0.7 -0.9 -0.5 0.04
H 2.29462 -2.26074 2.29269 0.2 0.9 -1.4 0.10
H 0.09469 -3.89817 0.32932 -0.2 0.0 0.4 0.08
H 0.48224 -2.87201 -0.91464 0.4 0.0 -1.0 0.05
H 1.78773 -3.67968 0.04907 -0.1 0.6 0.0 0.09
H -0.47375 0.31448 -2.90473 0.2 -1.0 -2.5 0.10
H -2.53048 0.41600 -0.82599 0.1 0.1 -0.3 0.05
H -2.63899 0.74217 -2.59967 0.1 0.2 0.3 0.07
H -1.93383 2.07011 -1.41379 -0.9 -2.5 -0.8 0.13
H 0.42422 2.30367 -2.21799 -0.6 2.6 -1.7 0.08
H 1.42339 0.99035 -1.97455 0.6 -0.1 0.0 0.12
H 0.77163 2.97385 -0.03960 0.6 -0.5 0.1 0.12
H -1.12318 1.39344 2.50937 -0.5 -0.4 0.5 0.08
H 0.07874 2.67667 2.49236 -0.1 -0.4 -0.3 0.09
H 0.60959 1.08563 2.87139 0.2 -0.7 0.8 0.05


[9]
26
Properties=species:S:1:pos:R:3:forces:R:3:lowdin_charge:R:1 method="wB97M-V/def2-TZVPD" e_above_lowest_kcal_mol=68.1 energy_ev=-20908.4875 lumo_ha=0.0286 smiles="C#C[C@@H]1O[P@](=C)(C)CC1(C)C" gap_ev=8.82
C -1.55617 2.88609 -0.17502 -1.0 2.9 -1.9 0.12
C -1.38381 1.76317 0.16247 1.2 -1.3 2.7 -0.09
C -0.71598 0.71108 1.03516 0.2 1.0 -2.1 -0.36
O 0.65623 1.00205 1.10071 2.1 0.1 -0.6 -0.25
P 1.73343 0.10887 0.05150 -2.1 -0.9 0.7 0.78
C 3.22090 -0.54834 0.34708 -2.2 -1.2 1.1 -0.24
C 1.77796 1.09883 -1.46283 -4.7 0.7 1.4 -0.16
C 0.50700 -1.25374 0.14038 -0.6 -1.7 1.5 -0.20
C -0.94478 -0.64766 0.38249 1.4 -2.0 -0.2 -0.51
C -1.81755 -1.43684 1.39120 -1.0 1.9 -1.5 -0.03
C -1.50225 -0.61748 -1.07770 2.8 1.3 0.0 -0.05
H -1.76577 3.85403 -0.64490 0.2 -1.0 0.6 0.05
H -1.03970 0.78328 2.07107 -0.5 -0.1 -0.2 0.15
H 3.19551 -1.41966 1.05549 0.5 1.2 -0.7 0.02
H 4.01586 0.09103 0.18443 1.9 0.8 0.0 -0.05
H 2.09702 0.52209 -2.23117 0.9 -2.0 -2.4 0.01
H 0.72217 1.55454 -1.75808 2.3 -0.8 0.9 0.09
H 2.45873 1.85441 -1.33069 1.6 2.1 0.4 0.02
H 0.82269 -1.89732 1.04772 -0.2 1.3 -1.0 0.12
H 0.51274 -2.04432 -0.64052 0.0 1.0 0.0 0.10
H -1.36656 -1.73086 2.31728 0.6 -0.2 0.3 0.08
H -2.20080 -2.23966 0.81139 -0.6 -1.2 0.1 0.07
H -2.65554 -0.71726 1.63320 0.5 -1.0 -0.1 0.11
H -0.77064 0.09545 -1.66858 -1.5 -1.7 0.8 0.11
H -2.43545 -0.18886 -1.17626 -2.2 1.1 0.1 0.04
H -1.56522 -1.58295 -1.56583 0.4 -0.3 0.2 0.08